Record 1
{"formula": "C18H21BrN2O3S", "method": "wB97M-V/def2-TZVPD", "homo_ha": -0.332, "lumo_energy_ev": 0.58, "smiles": "CN(CC(=O)NCCCc1ccccc1)S(=O)(=O)c1ccc(Br)cc1", "relative_energy_kj_mol": 1.9, "total_energy_ha": -4005.9539, "species": ["C", "N", "S", "O", "O", "C", "C", "C", "C", "C", "C", "H", "H", "Br", "H", "H", "C", "C", "O", "N", "H", "C", "H", "C", "H", "H", "C", "C", "C", "C", "C", "C", "C", "H", "H", "H", "H", "H", "H", "H", "H", "H", "H", "H", "H", "H"], "coordinates": [[3.791, 0.020, -2.144], [3.850, 0.629, -0.837], [3.629, -0.396, 0.461], [3.705, 0.425, 1.635], [4.560, -1.472, 0.300], [1.974, -1.089, 0.367], [0.998, -0.617, 1.223], [-0.293, -1.106, 1.130], [-0.571, -2.070, 0.175], [0.409, -2.565, -0.671], [1.696, -2.066, -0.568], [2.485, -2.443, -1.197], [0.168, -3.325, -1.398], [-2.328, -2.757, 0.041], [-1.073, -0.744, 1.782], [1.267, 0.127, 1.956], [3.264, 1.940, -0.678], [1.745, 1.862, -0.524], [1.060, 1.138, -1.222], [1.244, 2.618, 0.469], [1.863, 3.198, 1.011], [-0.164, 2.637, 0.800], [-0.602, 1.732, 0.373], [-0.880, 3.861, 0.231], [-0.406, 4.774, 0.600], [-0.787, 3.842, -0.856], [-2.362, 3.858, 0.624], [-3.046, 2.598, 0.169], [-3.308, 2.390, -1.179], [-3.902, 1.217, -1.609], [-4.246, 0.236, -0.696], [-3.994, 0.435, 0.651], [-3.395, 1.608, 1.078], [-3.201, 1.759, 2.131], [-4.264, -0.327, 1.366], [-4.706, -0.683, -1.027], [-4.097, 1.068, -2.661], [-3.047, 3.155, -1.896], [-2.447, 3.952, 1.709], [-2.847, 4.726, 0.171], [-0.270, 2.609, 1.888], [3.514, 2.539, -1.558], [3.719, 2.383, 0.209], [4.341, 0.643, -2.851], [4.287, -0.944, -2.062], [2.763, -0.108, -2.495]], "nbo_charge": [-0.4315, -0.6559, 2.3239, -0.9530, -0.9329, -0.3269, -0.1923, -0.1846, -0.0776, -0.2364, -0.1604, 0.2353, 0.2334, 0.0678, 0.2254, 0.2453, -0.3167, 0.6623, -0.6392, -0.6038, 0.3996, -0.2404, 0.2426, -0.3906, 0.2002, 0.2096, -0.4210, -0.0308, -0.1703, -0.2146, -0.2155, -0.2063, -0.2235, 0.2055, 0.2153, 0.2153, 0.2129, 0.2010, 0.2050, 0.2200, 0.1929, 0.2304, 0.2304, 0.2064, 0.2288, 0.2151]}


Record 2
{"formula": "C18H21BrN2O9P2Pd", "method": "wB97M-V/def2-TZVPD", "homo_ha": -0.306, "lumo_energy_ev": -1.13, "relative_energy_kj_mol": 148.8, "total_energy_ha": -4869.9164, "species": ["Pd", "O", "C", "C", "C", "C", "C", "C", "C", "O", "N", "N", "C", "C", "Br", "C", "C", "C", "C", "C", "C", "C", "H", "H", "H", "H", "H", "H", "H", "H", "H", "H", "H", "H", "H", "H", "C", "C", "O", "P", "O", "O", "O", "P", "O", "O", "O", "H", "H", "H", "H", "H", "H", "H"], "coordinates": [[-0.324, 0.296, -0.064], [-3.609, -2.139, 3.948], [-4.210, -1.535, 2.866], [-5.585, -1.375, 2.935], [-6.251, -0.753, 1.893], [-5.550, -0.294, 0.784], [-4.174, -0.455, 0.728], [-3.489, -1.071, 1.768], [-1.981, -1.205, 1.744], [-1.416, -1.167, 0.482], [-1.409, -0.151, 2.586], [-0.133, 0.133, 2.308], [0.648, 0.687, 3.145], [2.041, 1.011, 2.810], [2.495, 0.880, 0.988], [2.974, 1.402, 3.676], [2.833, 1.456, 5.149], [3.441, 2.501, 5.844], [3.351, 2.584, 7.224], [2.665, 1.609, 7.937], [2.080, 0.549, 7.260], [2.168, 0.469, 5.878], [-2.726, -2.440, 3.709], [-6.111, -1.746, 3.805], [-7.326, -0.629, 1.948], [-6.071, 0.190, -0.031], [-3.612, -0.087, -0.119], [-1.710, -2.187, 2.177], [-1.759, -0.028, 3.528], [0.308, 0.943, 4.149], [3.929, 1.725, 3.277], [3.979, 3.262, 5.291], [3.820, 3.409, 7.745], [2.600, 1.668, 9.016], [1.564, -0.228, 7.810], [1.751, -0.387, 5.362], [-1.686, 0.804, -4.281], [-0.499, 0.921, -3.318], [0.646, 1.495, -3.933], [-0.033, -0.750, -2.702], [-1.336, -1.556, -2.345], [0.412, -1.423, -4.084], [1.046, -0.795, -1.675], [-0.957, 1.991, -1.886], [-1.334, 3.390, -2.537], [-2.131, 1.320, -1.220], [0.232, 2.134, -0.929], [-1.478, 0.078, -5.068], [-1.852, 1.780, -4.739], [-2.587, 0.492, -3.754], [0.853, 0.978, -4.721], [-1.674, -1.483, -1.426], [1.140, -2.044, -3.948], [-2.286, 3.549, -2.485]], "nbo_charge": [1.1380, -0.6812, 0.2903, -0.2710, -0.1886, -0.2300, -0.1875, -0.0911, 0.2465, -0.7506, -0.4440, -0.2524, -0.0281, -0.1148, 0.1248, -0.1933, -0.0879, -0.1441, -0.2088, -0.2121, -0.2061, -0.2119, 0.4740, 0.2245, 0.2130, 0.2124, 0.2435, 0.1217, 0.3740, 0.1939, 0.2285, 0.2077, 0.2148, 0.2165, 0.2164, 0.2153, -0.6521, -0.4706, -0.6993, 2.3267, -1.0081, -0.9970, -1.0916, 2.3365, -0.9775, -1.1252, -1.0620, 0.2241, 0.2292, 0.2458, 0.4760, 0.5542, 0.5214, 0.5170]}


Record 3
{"formula": "C18H21ClN2O2S", "method": "wB97M-V/def2-TZVPD", "homo_ha": -0.312, "lumo_energy_ev": 0.53, "smiles": "O=S(=O)(c1ccc(Cl)cc1)N1CCN(CCc2ccccc2)CC1", "relative_energy_kj_mol": 59.5, "total_energy_ha": -1816.8701, "species": ["O", "S", "O", "N", "C", "C", "N", "C", "C", "H", "H", "H", "H", "C", "H", "C", "C", "C", "C", "C", "C", "C", "H", "H", "H", "H", "H", "H", "H", "H", "H", "H", "H", "H", "C", "C", "C", "C", "C", "C", "H", "H", "Cl", "H", "H"], "coordinates": [[0.309, 0.506, -3.612], [-0.031, -0.757, -3.029], [-1.174, -1.469, -3.513], [-0.256, -0.508, -1.402], [0.755, 0.267, -0.726], [0.192, 0.744, 0.613], [-0.196, -0.419, 1.387], [-1.241, -1.154, 0.704], [-0.693, -1.648, -0.635], [-1.466, -2.152, -1.215], [0.144, -2.340, -0.450], [-1.533, -2.008, 1.317], [-2.127, -0.530, 0.504], [-0.422, -0.197, 2.797], [-0.449, -1.184, 3.271], [-1.703, 0.562, 3.212], [-1.726, 1.994, 2.764], [-0.804, 2.903, 3.270], [-0.807, 4.221, 2.851], [-1.739, 4.654, 1.924], [-2.672, 3.762, 1.425], [-2.665, 2.443, 1.843], [-3.398, 1.753, 1.448], [-3.409, 4.093, 0.707], [-1.742, 5.683, 1.596], [-0.082, 4.914, 3.253], [-0.080, 2.575, 4.003], [-2.576, 0.035, 2.822], [-1.753, 0.527, 4.303], [0.451, 0.336, 3.181], [0.959, 1.295, 1.159], [-0.655, 1.418, 0.416], [1.001, 1.112, -1.369], [1.657, -0.339, -0.546], [1.402, -1.837, -3.120], [2.666, -1.282, -3.164], [3.777, -2.107, -3.158], [3.597, -3.483, -3.102], [2.326, -4.042, -3.062], [1.222, -3.206, -3.069], [0.219, -3.601, -3.057], [2.208, -5.113, -3.029], [4.976, -4.517, -3.090], [4.773, -1.694, -3.198], [2.763, -0.209, -3.224]], "nbo_charge": [-0.9359, 2.3393, -0.9375, -0.6714, -0.2307, -0.2301, -0.4565, -0.2246, -0.2397, 0.2354, 0.1838, 0.2082, 0.1742, -0.1883, 0.1967, -0.4495, -0.0377, -0.1696, -0.2209, -0.2210, -0.2022, -0.2149, 0.2094, 0.2151, 0.2144, 0.2120, 0.1979, 0.2089, 0.2213, 0.1955, 0.2111, 0.1890, 0.2346, 0.1808, -0.3634, -0.1261, -0.2476, -0.0273, -0.2213, -0.1831, 0.2452, 0.2329, 0.0225, 0.2338, 0.2373]}


Record 4
{"formula": "C18H21ClN2O5S", "method": "wB97M-V/def2-TZVPD", "homo_ha": -0.322, "lumo_energy_ev": 0.49, "smiles": "COc1ccc(Cl)cc1S(=O)(=O)N1CCC(C(=O)NCc2ccco2)CC1", "relative_energy_kj_mol": 0.0, "total_energy_ha": -2042.5864, "species": ["C", "H", "H", "H", "O", "C", "C", "C", "C", "C", "C", "H", "H", "Cl", "H", "S", "O", "O", "N", "C", "C", "H", "H", "C", "C", "O", "N", "H", "C", "C", "C", "C", "C", "O", "H", "H", "H", "H", "H", "C", "H", "C", "H", "H", "H", "H", "H", "H"], "coordinates": [[-1.451, -0.018, 3.524], [-0.838, -0.924, 3.490], [-2.336, -0.194, 4.142], [-0.870, 0.797, 3.952], [-1.803, 0.415, 2.228], [-2.595, -0.372, 1.470], [-2.980, 0.140, 0.230], [-3.769, -0.587, -0.633], [-4.194, -1.855, -0.267], [-3.831, -2.381, 0.962], [-3.038, -1.646, 1.826], [-2.769, -2.076, 2.777], [-4.167, -3.366, 1.247], [-5.180, -2.774, -1.340], [-4.045, -0.138, -1.574], [-2.469, 1.794, -0.286], [-2.701, 2.736, 0.766], [-3.100, 2.024, -1.553], [-0.843, 1.734, -0.570], [-0.407, 0.740, -1.521], [0.918, 1.176, -2.147], [1.285, 0.376, -2.791], [0.746, 2.066, -2.753], [1.969, 1.509, -1.082], [2.465, 0.264, -0.348], [1.880, -0.797, -0.308], [3.632, 0.468, 0.308], [4.131, 1.335, 0.188], [4.319, -0.593, 1.023], [5.577, -0.996, 0.327], [5.802, -1.845, -0.716], [7.193, -1.789, -0.979], [7.707, -0.908, -0.081], [6.738, -0.418, 0.711], [8.705, -0.559, 0.093], [7.729, -2.331, -1.730], [5.068, -2.436, -1.224], [3.623, -1.435, 1.058], [4.555, -0.256, 2.037], [1.381, 2.508, -0.072], [2.090, 2.708, 0.733], [0.084, 1.951, 0.511], [-0.386, 2.655, 1.196], [0.295, 1.014, 1.044], [1.161, 3.444, -0.587], [2.833, 1.968, -1.576], [-1.182, 0.668, -2.284], [-0.278, -0.237, -1.037]], "nbo_charge": [-0.2549, 0.1804, 0.1844, 0.2064, -0.5025, 0.3992, -0.4039, -0.1754, -0.0788, -0.1866, -0.3024, 0.2258, 0.2307, 0.0151, 0.2628, 2.3472, -0.9299, -0.9456, -0.6854, -0.2437, -0.3989, 0.2248, 0.2146, -0.3039, 0.6873, -0.6405, -0.6093, 0.3954, -0.2777, 0.2524, -0.2946, -0.3119, 0.0843, -0.4032, 0.2034, 0.2298, 0.2331, 0.2567, 0.2141, -0.3866, 0.2098, -0.2347, 0.2447, 0.1880, 0.2169, 0.2193, 0.2303, 0.2134]}